{
  "formula": "C60H90O45",
  "method": "ωB97M-V/def2-TZVPD",
  "species": ["C", "C", "C", "O", "C", "O", "O", "H", "H", "H", "H", "H", "H", "C", "C", "C", "O", "C", "O", "O", "H", "H", "H", "H", "H", "H", "C", "C", "C", "O", "C", "O", "O", "H", "H", "H", "H", "H", "H", "C", "C", "C", "O", "C", "O", "O", "H", "H", "H", "H", "H", "H", "C", "C", "C", "O", "C", "O", "O", "H", "H", "H", "H", "H", "H", "C", "C", "C", "O", "C", "O", "O", "H", "H", "H", "H", "H", "H", "C", "C", "C", "O", "C", "O", "O", "H", "H", "H", "H", "H", "H", "C", "C", "C", "O", "C", "O", "O", "H", "H", "H", "H", "H", "H", "C", "C", "C", "O", "C", "O", "O", "H", "H", "H", "H", "H", "H", "C", "C", "C", "O", "C", "O", "O", "H", "H", "H", "H", "H", "H", "C", "C", "C", "O", "C", "O", "O", "H", "H", "H", "H", "H", "H", "C", "C", "C", "O", "C", "O", "O", "H", "H", "H", "H", "H", "H", "C", "C", "C", "O", "C", "O", "O", "H", "H", "H", "H", "H", "H", "C", "C", "C", "O", "C", "O", "O", "H", "H", "H", "H", "H", "H", "C", "C", "C", "O", "C", "O", "O", "H", "H", "H", "H", "H", "H"],
  "xyz": [[-16.6683, -25.9109, -19.7487], [-17.2208, -24.6887, -20.4239], [-16.2413, -23.4929, -20.3938], [-16.2923, -23.0125, -21.6772], [-16.9196, -23.8690, -22.4910], [-17.0670, -23.7351, -23.7034], [-17.3047, -24.9914, -21.7892], [-15.7322, -26.2351, -20.2033], [-17.3132, -26.7767, -19.8987], [-16.6347, -25.7930, -18.6656], [-18.1170, -24.3122, -19.9308], [-15.2382, -23.8775, -20.2097], [-16.4830, -22.7354, -19.6483], [-14.4699, -30.3160, -16.0305], [-13.2630, -31.0065, -15.3124], [-11.8854, -30.8311, -15.9098], [-11.3614, -29.8268, -15.0592], [-11.9932, -29.8258, -13.8964], [-11.6159, -29.3537, -12.8422], [-13.1156, -30.4600, -14.0400], [-14.5821, -30.4922, -17.1003], [-14.3093, -29.2379, -16.0236], [-15.4428, -30.4825, -15.5680], [-13.5636, -32.0542, -15.3170], [-11.8608, -30.4445, -16.9286], [-11.2472, -31.7131, -15.8552], [-14.2919, -35.4360, -10.5115], [-13.7848, -35.1920, -9.0639], [-13.2824, -33.8156, -8.8287], [-14.1828, -33.2776, -7.8293], [-14.9479, -34.2242, -7.3938], [-15.7653, -34.0841, -6.5330], [-14.8859, -35.2723, -8.1929], [-15.1434, -34.7873, -10.7170], [-14.6408, -36.4633, -10.6168], [-13.4948, -35.2471, -11.2305], [-12.9752, -35.8776, -8.8139], [-13.3856, -33.2520, -9.7560], [-12.2708, -33.7330, -8.4312], [-5.6735, -27.7931, -10.8873], [-4.6811, -26.9199, -11.5709], [-3.7584, -27.5636, -12.5638], [-4.0694, -26.9361, -13.7930], [-5.1627, -26.1711, -13.6706], [-5.7679, -25.5759, -14.5365], [-5.4019, -26.0020, -12.3687], [-6.2585, -28.4175, -11.5626], [-6.3286, -27.2013, -10.2479], [-5.2048, -28.4821, -10.1847], [-4.1644, -26.3022, -10.8363], [-3.9084, -28.6398, -12.6493], [-2.6815, -27.4619, -12.4297], [-13.5516, -23.2144, -14.7484], [-12.0661, -23.0419, -14.8049], [-11.5283, -22.2330, -16.0112], [-10.6074, -21.3342, -15.3998], [-10.6254, -21.3930, -14.0630], [-9.9288, -20.7627, -13.2983], [-11.6374, -22.2464, -13.7443], [-13.8536, -23.8871, -15.5512], [-14.2138, -22.3849, -14.9963], [-13.7338, -23.6843, -13.7819], [-11.5555, -24.0049, -14.7998], [-12.3852, -21.8651, -16.5756], [-11.0021, -22.8107, -16.7711], [-9.2831, -29.7586, -6.2517], [-8.1772, -29.0967, -5.3879], [-8.5924, -28.5828, -4.0134], [-7.6580, -29.1631, -3.1372], [-6.9463, -30.1259, -3.7671], [-6.0892, -30.8309, -3.2555], [-7.2371, -30.0921, -5.0732], [-9.7735, -30.5204, -5.6455], [-8.8013, -30.2194, -7.1141], [-9.9687, -29.1020, -6.7874], [-7.6504, -28.3430, -5.9732], [-9.5370, -29.0558, -3.7446], [-8.6702, -27.5065, -3.8597], [-10.2956, -23.1627, -21.9543], [-10.1723, -24.6294, -21.8271], [-8.8929, -25.0936, -21.1446], [-9.2767, -25.8414, -20.0323], [-10.6282, -25.7675, -19.8969], [-11.2889, -26.3050, -18.9908], [-11.1556, -25.1389, -20.9425], [-11.1286, -22.8884, -22.6016], [-9.3404, -22.7110, -22.2219], [-10.6493, -22.6638, -21.0521], [-10.3077, -25.2025, -22.7444], [-8.2227, -24.3309, -20.7480], [-8.2467, -25.5928, -21.8666], [-5.3379, -31.8196, -16.0353], [-4.1401, -32.4339, -16.6841], [-2.8280, -32.4045, -15.8636], [-2.2925, -33.7057, -16.0079], [-3.2757, -34.5428, -16.3991], [-3.1500, -35.7655, -16.4614], [-4.3878, -33.8330, -16.6345], [-5.4445, -32.1430, -14.9998], [-6.2575, -31.9843, -16.5967], [-5.1753, -30.7422, -16.0040], [-3.9557, -32.1105, -17.7085], [-3.1180, -32.1385, -14.8471], [-2.0560, -31.7794, -16.3123], [-10.6990, -23.9860, -7.6517], [-10.9028, -22.4801, -7.7752], [-12.2709, -22.0144, -7.4182], [-11.9209, -20.7665, -6.7454], [-10.6608, -20.8111, -6.2994], [-10.1489, -19.9783, -5.5793], [-10.0939, -21.8463, -6.7605], [-9.6224, -24.1505, -7.6070], [-11.0248, -24.5708, -8.5119], [-11.0468, -24.3749, -6.6947], [-10.6109, -22.1737, -8.7797], [-12.8886, -22.6700, -6.8044], [-12.7478, -21.7329, -8.3570], [-23.1049, -31.7373, -13.5144], [-23.0480, -31.4609, -15.0323], [-22.8318, -30.0165, -15.4561], [-21.6879, -30.0916, -16.2988], [-21.2237, -31.2882, -16.3599], [-20.2214, -31.6008, -16.9723], [-21.8979, -32.1101, -15.5048], [-22.8736, -32.7735, -13.2676], [-24.0556, -31.5705, -13.0079], [-22.3843, -31.1765, -12.9192], [-23.8227, -31.8890, -15.6684], [-22.5034, -29.4201, -14.6049], [-23.7286, -29.5826, -15.8984], [-4.3703, -35.9743, -11.3870], [-5.7605, -35.8266, -10.7971], [-6.0354, -34.5849, -9.9458], [-7.2767, -34.1316, -10.3967], [-7.6557, -34.8153, -11.4699], [-8.6743, -34.5471, -12.1465], [-6.7816, -35.7480, -11.7471], [-4.0390, -35.1039, -11.9533], [-4.5093, -36.7035, -12.1851], [-3.5882, -36.3466, -10.7254], [-6.0174, -36.7310, -10.2456], [-5.1854, -33.9025, -9.9446], [-6.1103, -34.8948, -8.9035], [-19.4246, -36.6163, -18.2917], [-17.9574, -36.8654, -18.0909], [-17.3575, -35.9741, -17.0051], [-16.5239, -36.9024, -16.3643], [-16.9906, -38.1078, -16.5155], [-16.6908, -39.1076, -15.8729], [-17.8852, -38.1682, -17.5385], [-19.6113, -35.7793, -18.9646], [-19.9345, -36.5011, -17.3353], [-19.7593, -37.5043, -18.8277], [-17.2740, -36.8682, -18.9400], [-18.0274, -35.5301, -16.2688], [-16.8147, -35.1902, -17.5333], [-18.0444, -27.4435, -12.4346], [-17.6348, -27.0819, -10.9940], [-16.1177, -27.0240, -10.7830], [-15.9884, -25.7930, -10.1220], [-17.0912, -25.0819, -10.1334], [-17.2345, -23.9212, -9.7353], [-18.0229, -25.7637, -10.7960], [-19.1336, -27.4086, -12.4132], [-17.6520, -28.4442, -12.6155], [-17.5948, -26.7229, -13.1177], [-18.0663, -27.8183, -10.3159], [-15.7672, -27.2243, -11.7955], [-15.7483, -27.8321, -10.1516], [-14.6533, -37.8860, -23.2038], [-13.3881, -37.8286, -22.2310], [-12.0872, -37.6194, -22.9821], [-11.5143, -36.5331, -22.4070], [-12.3493, -35.9421, -21.5565], [-12.2369, -34.8101, -21.0425], [-13.4952, -36.5822, -21.5619], [-14.5015, -37.0174, -23.8446], [-15.6198, -37.6527, -22.7572], [-14.6440, -38.7665, -23.8463], [-13.3521, -38.6425, -21.5068], [-12.3086, -37.5896, -24.0490], [-11.4258, -38.4700, -22.8172], [-18.4321, -30.7146, -23.1735], [-17.1001, -31.4733, -22.8531], [-16.4535, -32.1520, -24.1028], [-15.0801, -31.8328, -23.9212], [-14.9953, -30.7364, -23.1046], [-13.9897, -30.0198, -22.9245], [-16.1235, -30.5324, -22.4923], [-19.1874, -31.3878, -23.5790], [-18.2769, -29.9807, -23.9644], [-18.8691, -30.2106, -22.3115], [-17.1778, -32.2492, -22.0916], [-16.7146, -31.6999, -25.0596], [-16.5016, -33.2394, -24.1615]],
  "forces_ev_per_angstrom": [[-0.542, -0.813, 0.340], [1.302, 0.218, 1.517], [0.474, -1.531, 1.480], [-0.363, 1.302, -1.863], [-0.378, -0.802, -3.277], [0.389, -0.217, 3.451], [-0.603, 1.440, -1.157], [0.278, 0.413, 0.305], [-0.374, 0.117, -0.114], [0.469, 0.144, -0.010], [-0.733, -0.507, -0.610], [0.228, 0.153, 0.159], [-0.114, 0.052, -0.228], [0.795, 1.108, -0.104], [-2.249, -0.627, -2.305], [0.058, 0.488, -0.536], [1.911, 0.823, -0.301], [1.585, 1.016, 2.058], [-0.369, -0.276, -1.738], [-2.477, -1.352, 1.375], [0.310, -0.735, 0.038], [0.059, 0.237, 0.297], [0.256, -0.330, 0.263], [0.413, -0.176, 0.784], [-0.173, -0.067, 0.049], [-0.127, -0.097, 0.125], [0.261, -0.130, 0.889], [-0.011, -0.834, -1.667], [0.080, 1.770, -0.031], [2.366, 1.701, -0.792], [-2.815, 0.142, 0.641], [0.291, -0.289, 0.395], [-0.034, -2.282, 0.240], [0.092, 0.164, 0.026], [0.117, -0.002, -0.011], [-0.008, -0.025, 0.002], [-0.423, -0.553, 0.181], [0.159, 0.458, 0.260], [-0.047, -0.104, -0.168], [-0.262, -0.926, 1.001], [-0.040, 0.824, 0.778], [1.038, -0.913, -0.512], [-0.120, -0.529, -1.323], [-0.621, 2.052, -0.856], [1.207, -1.490, 1.059], [-1.117, 0.536, 0.041], [-0.068, 0.254, -0.205], [-0.171, 0.134, -0.332], [0.378, -0.094, -0.057], [0.237, -0.172, 0.062], [-0.374, -0.096, -0.079], [-0.097, 0.410, 0.417], [-0.317, -0.952, -0.497], [0.463, 0.595, -1.798], [-0.224, -1.197, -0.010], [0.495, 0.923, -1.276], [-0.228, 0.406, 0.699], [-1.406, -1.336, -1.473], [0.734, 0.398, 2.447], [0.225, -0.661, 0.133], [0.547, 0.671, 0.747], [-0.658, 0.160, -0.096], [-0.109, -0.168, 0.410], [0.160, 1.361, 0.328], [0.331, -0.250, 0.401], [0.898, 0.222, -0.089], [-0.949, 0.583, -1.204], [-1.155, -0.663, -0.028], [1.007, -0.326, 0.836], [2.133, -0.486, 1.069], [-2.245, 1.454, -1.073], [0.626, -1.199, -0.121], [-0.251, 0.078, -0.224], [0.309, -0.451, 0.265], [-0.260, 0.418, 0.817], [-0.021, 0.155, -0.007], [-0.398, 0.336, -0.083], [0.298, -0.121, -0.177], [-0.833, 1.286, -0.212], [0.458, -0.894, 0.532], [1.687, 0.959, -0.589], [-1.038, -0.851, 0.711], [-1.478, -2.464, 2.274], [2.249, 1.976, -2.677], [-1.233, 0.129, 0.596], [0.427, -0.019, -0.705], [-0.226, 0.089, -0.383], [0.506, -0.435, 0.613], [0.010, 0.426, -0.257], [-0.391, 0.680, -0.140], [-0.197, -0.859, 0.273], [0.127, 1.339, -0.003], [0.616, -0.658, 0.736], [-0.221, 0.934, -1.013], [-0.092, -0.523, 0.337], [0.432, -2.914, 0.251], [-0.528, 3.347, 0.017], [-0.342, -1.527, -0.912], [-0.057, -0.260, -0.120], [0.130, -0.200, 0.063], [-0.150, 0.225, 0.022], [-0.265, -0.073, -0.117], [0.640, -0.204, 0.287], [-0.308, 0.525, 0.471], [1.146, 0.101, 0.158], [0.404, -2.101, 0.459], [0.238, 1.875, -0.684], [-1.919, 0.179, 0.109], [-0.629, 3.474, 1.908], [-0.787, -1.040, -0.861], [2.482, -3.199, -1.650], [0.186, 0.019, -0.135], [-0.464, 0.195, 0.145], [-0.481, 0.022, -0.171], [0.232, 0.432, 0.201], [0.195, 0.139, 0.129], [-0.617, -0.091, 0.359], [-0.491, -0.243, 0.297], [-0.417, -0.434, 0.792], [0.205, 0.262, 1.363], [-1.442, 2.505, -0.936], [2.922, -2.592, 0.028], [-1.669, 0.108, 0.676], [1.576, -0.346, -1.062], [0.004, -0.167, -0.539], [-0.288, 0.272, -0.492], [0.241, 0.370, -0.506], [-0.735, -0.062, 0.760], [-0.313, 0.201, 0.040], [0.429, 0.099, -0.424], [-0.658, -0.277, -1.384], [0.713, -0.322, 1.491], [1.197, -1.391, 1.384], [-0.354, 1.287, 0.494], [-3.778, 1.687, -2.769], [3.339, -1.091, 2.433], [-0.062, -0.826, -2.125], [0.029, 0.368, 0.440], [0.279, -0.393, 0.049], [-0.321, 0.214, 0.220], [0.360, -0.074, 0.321], [-0.476, 0.693, -0.660], [-0.285, 0.130, 0.105], [0.143, -0.146, -1.505], [-0.895, 0.602, 0.765], [-0.080, 0.233, -1.260], [1.608, 1.199, 1.274], [-0.202, -4.630, 0.780], [-0.331, 2.451, -1.168], [0.705, -0.091, 0.930], [-0.071, 0.231, 0.264], [0.021, -0.044, -0.178], [-0.549, 0.041, 0.166], [-0.472, 0.275, -0.453], [-0.287, -0.137, -0.192], [0.413, 0.058, 0.573], [0.350, -0.061, 1.519], [0.366, -1.504, -1.406], [-1.639, -1.597, -0.092], [2.727, 0.273, 0.433], [-1.026, 3.915, 0.104], [0.610, -3.451, -0.772], [-1.712, 0.740, 0.775], [0.067, -0.147, -0.642], [-0.294, -0.086, -0.361], [-0.226, -0.061, -0.101], [-0.533, 0.458, 0.363], [1.323, 1.266, 0.066], [0.037, 0.235, 0.107], [1.598, 0.731, 0.391], [-2.247, 0.011, -1.125], [-0.531, -3.401, -0.581], [1.946, 2.028, 0.537], [-0.462, 5.333, 0.586], [0.478, -4.015, -1.271], [-1.295, -0.643, 1.352], [0.121, -0.013, -0.316], [0.163, -0.699, 0.485], [-0.197, -0.102, 0.281], [-0.094, 0.054, 0.020], [0.416, 0.806, -0.143], [0.076, -0.094, -0.187], [0.567, -0.724, 0.046], [-1.600, -0.412, -1.702], [0.292, 0.401, 0.191], [0.948, 0.949, 0.531], [4.652, 1.646, -0.154], [-3.183, -2.710, -0.918], [-1.050, 0.761, 1.094], [0.052, -0.294, 0.175], [0.336, 0.096, 0.130], [0.250, -0.094, 0.074], [-0.262, 0.322, 0.350], [-0.584, -0.054, 0.038], [-0.406, 0.138, 0.157]],
  "lowdin_charge": [-0.029, -0.346, -0.124, 0.081, -0.490, 0.129, 0.086, 0.098, 0.084, 0.089, 0.152, 0.132, 0.138, -0.012, -0.305, -0.072, 0.082, -0.602, 0.132, 0.105, 0.082, 0.082, 0.077, 0.149, 0.143, 0.139, -0.008, -0.327, -0.071, 0.102, -0.642, 0.155, 0.105, 0.090, 0.084, 0.086, 0.153, 0.133, 0.138, -0.027, -0.335, -0.096, 0.075, -0.552, 0.145, 0.088, 0.099, 0.091, 0.088, 0.158, 0.129, 0.137, -0.029, -0.345, -0.078, 0.075, -0.521, 0.150, 0.072, 0.085, 0.091, 0.090, 0.157, 0.124, 0.129, -0.012, -0.315, -0.096, 0.066, -0.526, 0.131, 0.079, 0.089, 0.080, 0.083, 0.150, 0.131, 0.140, -0.023, -0.321, -0.123, 0.081, -0.509, 0.097, 0.087, 0.090, 0.095, 0.096, 0.160, 0.134, 0.135, -0.025, -0.314, -0.091, 0.062, -0.527, 0.121, 0.074, 0.091, 0.095, 0.090, 0.157, 0.129, 0.138, -0.023, -0.299, -0.064, 0.069, -0.638, 0.134, 0.122, 0.081, 0.089, 0.087, 0.162, 0.140, 0.139, -0.010, -0.314, -0.069, 0.105, -0.584, 0.126, 0.068, 0.084, 0.082, 0.085, 0.155, 0.133, 0.139, -0.010, -0.326, -0.103, 0.092, -0.546, 0.093, 0.112, 0.085, 0.089, 0.092, 0.155, 0.133, 0.134, -0.018, -0.337, -0.091, 0.094, -0.560, 0.125, 0.074, 0.089, 0.096, 0.089, 0.159, 0.141, 0.140, -0.017, -0.347, -0.088, 0.098, -0.547, 0.122, 0.095, 0.086, 0.087, 0.092, 0.152, 0.128, 0.139, -0.002, -0.266, -0.152, 0.105, -0.532, 0.107, 0.080, 0.077, 0.076, 0.082, 0.151, 0.135, 0.139, -0.009, -0.280, -0.087, 0.047, -0.530, 0.103, 0.097, 0.079, 0.086, 0.080, 0.151, 0.132, 0.132],
  "relative_energy_kj_mol": 892.68,
  "total_charge": 0,
  "energy_ev": -155814.6014,
  "lumo_energy_ev": -0.3
}